[1]
28
Properties=species:S:1:pos:R:3:mulliken_charge:R:1 method="wB97M-V/def2-TZVPD" max_force_ev_per_a=1.291 lumo_energy_ev=2.014 charge=-1 multiplicity=1 e_above_lowest_kcal_mol=0.0 homo_lumo_gap_ev=4.1
H 2.291 2.566 0.986 0.3073
Br -2.693 -1.122 2.533 -0.2216
N 1.166 0.575 -1.286 -0.5088
H 0.915 -1.692 -2.563 0.2451
O 1.059 3.202 -1.030 -0.5154
O -2.650 1.704 2.378 -0.2765
C -0.643 4.344 3.858 0.1151
C -0.376 -3.581 -1.049 -0.9769
O -1.570 2.956 0.695 -0.3485
O 1.847 -2.951 -0.411 -0.9171
H 0.523 3.879 -0.594 0.3216
C -1.338 3.756 3.078 -0.4499
P 0.833 1.745 -0.367 0.4134
H 1.883 -0.039 -0.904 0.2406
H 2.314 -2.675 -3.024 0.2692
B -0.998 1.752 0.265 0.3293
H 1.411 -4.580 -1.675 0.1389
B -1.898 2.807 2.034 0.4203
H 0.691 -3.147 -3.560 0.3987
B -2.324 0.552 1.688 0.3320
C 1.265 -2.714 -2.721 -1.2178
O 1.654 1.844 1.029 -0.5072
H -0.984 -4.038 -1.850 0.3308
C 1.128 -3.521 -1.409 0.4494
O -1.742 0.618 0.452 -0.0772
H -0.755 -2.571 -0.867 0.0361
H -0.519 -4.173 -0.141 0.2937
H -0.023 4.779 4.613 0.3754

=====

[2]
102
Properties=species:S:1:pos:R:3:mulliken_charge:R:1 method="wB97M-V/def2-TZVPD" max_force_ev_per_a=0.701 lumo_energy_ev=-7.155 charge=+2 multiplicity=1 homo_lumo_gap_ev=5.7
H 5.116 0.285 0.242 0.5327
C 1.097 4.348 -1.717 -1.5154
N 1.398 0.147 -1.511 1.2975
C 2.127 2.379 1.122 -1.2716
C 4.657 0.999 -0.435 -1.4290
H -3.832 -2.978 -2.202 0.3197
C 4.698 3.590 -0.929 0.8012
C -4.228 -3.341 4.434 0.7713
H -3.085 -0.972 -0.960 0.4929
C 3.645 4.298 -1.510 -1.3824
C 0.904 4.019 4.327 -0.4732
C 1.815 1.321 -1.025 0.7629
H -4.337 -1.505 5.586 0.3893
H -5.360 -1.510 4.134 0.4287
H 1.101 5.126 -2.485 0.4858
C -0.988 -4.759 -2.320 -1.4001
C -2.984 -3.821 5.179 -1.4834
C 3.467 2.734 1.107 -0.5042
C 4.835 -0.605 -2.373 -1.5013
H -1.159 -2.627 -4.016 0.3718
H -3.211 -2.290 -3.717 0.2164
H 1.304 4.618 5.134 0.5658
C 1.649 -0.036 -3.982 -0.2314
H 4.204 -1.426 -2.026 0.1408
H -1.047 -2.839 -6.371 0.3933
C 3.140 3.972 3.272 1.2486
C -0.275 -3.767 -1.408 0.1812
H 5.478 2.518 0.673 1.5506
H -2.150 -0.040 -3.722 0.2797
N -2.194 -0.016 2.382 0.3304
H 0.574 -1.571 0.382 0.5291
N -2.200 -0.744 4.407 -0.8634
H -4.532 -1.503 -2.862 0.4570
C -0.456 -1.242 0.188 -2.4524
N 3.776 4.712 4.161 -0.7203
C 1.763 3.599 3.306 0.4406
C 3.800 1.809 -2.385 -1.2643
C -3.353 -0.614 2.579 -0.5416
H 3.792 5.349 -1.743 0.5534
C 0.007 -1.341 -2.775 -1.1985
H 4.741 -0.550 -3.456 0.3977
C -2.630 -1.188 -1.929 0.5460
H -3.356 -3.439 2.431 -0.0151
H -0.417 -4.082 -0.376 0.9319
C -0.363 -1.892 -4.002 -0.5982
C 1.227 -3.713 -1.692 -1.2821
H -4.139 -0.749 1.854 0.4383
C 0.222 -1.540 -5.209 0.6417
C -4.232 -3.797 2.977 -1.1494
C -4.398 -1.814 4.543 -1.1336
H 1.735 -2.958 -1.084 0.1983
C -0.838 2.894 3.189 -0.0391
N 5.206 3.994 2.304 -0.5293
H 6.399 4.427 0.000 0.3406
C 6.064 4.156 -1.005 -1.6668
H 0.616 -2.721 -6.953 0.3636
H -1.038 -1.742 0.955 0.8678
H 5.866 -0.853 -2.125 0.4755
C 4.566 2.421 0.081 0.7990
C -0.422 3.679 4.258 -1.0769
H -1.563 0.715 -2.244 -0.1041
C 1.244 -0.596 -5.177 -1.1590
H -2.867 -4.896 5.050 0.4104
N 1.461 1.568 0.219 -0.6371
H 0.964 -0.395 -0.769 -0.7263
C 2.629 2.273 -1.812 0.7694
N -1.503 -0.126 3.540 0.0210
H -3.063 -3.616 6.248 0.4045
P -1.035 -2.042 -1.343 1.6873
C 3.958 3.547 2.189 0.5493
H -0.674 -5.770 -2.056 0.4737
N -0.027 2.448 2.244 -0.1074
H -1.133 4.001 5.004 0.4407
H 2.465 0.668 -3.988 0.5412
C 1.276 2.808 2.251 -0.1454
N -3.365 -1.072 3.829 0.6548
H -5.110 -3.757 4.929 0.3248
C -3.600 -2.055 -2.726 -1.3935
H 1.443 -3.522 -2.742 0.2139
C 2.417 3.672 -1.697 0.3514
S 5.290 4.854 3.663 0.1615
H 6.127 5.019 -1.663 0.4870
H 6.752 3.380 -1.359 0.3683
H -0.728 -4.599 -3.367 0.2733
H 1.732 -0.305 -6.100 0.4624
C 4.422 0.683 -1.717 0.8895
H -0.498 -1.389 -7.222 0.4028
C -2.380 0.129 -2.672 -1.1112
Pb -1.055 1.059 0.482 1.3811
H -4.219 -4.885 2.926 0.4693
H 0.293 3.648 -1.936 0.1886
H -1.882 2.627 3.093 0.5382
C 1.032 -0.385 -2.782 0.5462
H -2.081 -3.337 4.806 0.2724
H -5.129 -3.453 2.456 0.3599
C -0.208 -2.160 -6.507 -1.8449
H -3.288 0.735 -2.622 0.5009
Cl -2.732 -3.227 0.171 -0.3876
H -2.069 -4.706 -2.200 0.2660
H 1.653 -4.684 -1.432 0.5742
H 0.898 4.848 -0.766 0.3422
H 4.245 2.297 -3.248 0.4720

=====

[3]
11
Properties=species:S:1:pos:R:3:mulliken_charge:R:1 method="wB97M-V/def2-TZVPD" max_force_ev_per_a=1.465 lumo_energy_ev=0.631 charge=0 multiplicity=1 smiles=Cc1nnnn1O e_above_lowest_kcal_mol=77.5 homo_lumo_gap_ev=11.2
N 0.279 -0.210 -2.272 -0.4309
H 0.783 0.653 1.849 0.2831
H -0.722 -2.533 0.139 0.4179
C 0.226 1.189 1.043 -1.0144
H 0.649 2.145 0.830 0.3367
H -0.765 1.362 1.465 0.2833
O -0.633 -1.702 0.616 -0.4481
N -0.248 -0.857 -0.372 0.7131
N 0.477 0.802 -1.450 -0.3198
N -0.186 -1.240 -1.625 -0.3902
C 0.139 0.392 -0.223 0.5694

=====

[4]
33
Properties=species:S:1:pos:R:3:mulliken_charge:R:1 method="wB97M-V/def2-TZVPD" max_force_ev_per_a=0.622 lumo_energy_ev=-9.921 charge=+2 multiplicity=1 e_above_lowest_kcal_mol=5.0 homo_lumo_gap_ev=5.0
C -0.931 -3.420 0.295 -0.6678
O -2.717 -1.276 -1.004 -0.6240
O 0.861 -1.164 -0.381 -0.4612
N -0.938 0.374 -0.188 0.1866
C 3.116 1.613 0.551 -0.4168
H -1.059 3.133 -0.233 0.3474
C -1.724 2.605 0.455 -1.2514
H -0.103 -3.637 0.962 0.3821
H -5.692 0.054 -1.421 0.3918
C -3.689 -0.334 -0.852 0.4058
N 0.295 0.954 0.164 -0.6986
C 4.889 -0.545 0.482 -0.7202
C 4.459 1.816 0.790 -0.6843
C -1.963 1.231 -0.055 1.3093
Ta -0.890 -1.627 -0.874 1.7708
H -5.481 -1.281 -0.282 0.3251
C 5.342 0.740 0.758 -0.3895
C 1.249 0.109 0.039 0.7028
H 3.191 -1.759 0.023 0.3719
H -1.195 2.567 1.408 0.3707
H -5.052 -1.511 -1.982 0.3941
C 3.546 -0.761 0.238 -0.2938
H 6.394 0.908 0.947 0.4179
H -2.658 3.147 0.556 0.4027
H 4.827 2.810 1.002 0.4228
C 2.657 0.319 0.274 0.4990
H -1.869 -3.902 0.551 0.4147
Cl -0.459 -3.962 -1.414 -0.0600
H 2.424 2.443 0.572 0.4350
H 5.584 -1.372 0.458 0.4249
C -3.300 0.879 -0.403 -0.8268
H -4.056 1.639 -0.273 0.3880
C -5.058 -0.792 -1.165 -1.2690

=====

[5]
58
Properties=species:S:1:pos:R:3:mulliken_charge:R:1 method="wB97M-V/def2-TZVPD" max_force_ev_per_a=2.783 lumo_energy_ev="-6.077 / -6.117" charge=+1 multiplicity=1 e_above_lowest_kcal_mol=34.9 homo_lumo_gap_ev="5.1 / 5.1"
Cl -4.197 -5.630 -1.607 -0.1531
H -4.047 5.675 0.208 0.4277
H 1.131 -3.066 5.687 0.4580
H -1.025 -3.655 4.583 0.4400
H -2.356 4.796 -1.388 0.5020
O -1.362 1.555 -2.421 -0.5880
H -4.726 4.350 2.157 0.4276
Cl -1.166 -6.167 -1.082 -0.1711
O -1.747 0.131 1.825 -0.6191
C -3.645 -3.027 -1.183 -0.0538
O 0.915 -0.518 -1.637 -0.6623
C 0.929 -2.747 4.676 -0.4145
H 4.385 -0.122 1.330 0.3240
C -1.676 0.998 0.950 0.5668
H 2.793 -1.720 4.416 0.5143
C 1.852 -2.004 3.974 -0.9202
C 2.543 0.994 -2.497 0.7708
H 3.902 0.190 3.004 0.3723
H 1.719 2.320 -5.495 0.4189
C -3.162 -4.339 -1.224 0.4694
N 0.366 -1.917 2.087 0.4577
C 2.302 2.106 -4.614 -0.8019
C -2.100 2.994 -0.273 0.3348
C 3.877 -0.541 2.196 -1.6347
C 1.563 -1.600 2.661 0.2238
C -2.654 4.225 -0.524 -0.6200
Cl 0.703 -3.722 -0.379 -0.0938
C 2.472 -0.870 1.824 1.0643
Cl -5.289 -2.715 -1.530 -0.1570
O 0.412 2.732 -1.210 -0.6087
Ru 0.054 -1.027 0.263 -0.1943
C 3.795 1.593 -2.326 -0.1344
H 4.401 -1.435 2.534 0.3985
H 3.922 3.380 -5.194 0.4095
C 3.543 2.704 -4.442 -0.3742
C 1.976 0.144 -1.456 0.3453
H -3.672 2.136 2.602 0.5306
C -3.986 3.956 1.478 -0.5889
H -1.475 -2.812 2.288 0.5720
C -2.791 -1.966 -0.854 0.5828
C -0.993 -3.508 -0.645 1.2075
C -0.527 -2.624 2.780 -0.2939
C -3.408 2.720 1.734 -0.6773
N 1.963 -0.537 0.653 1.1586
C 4.288 2.437 -3.298 -0.7239
N -0.795 0.858 -0.048 0.2032
Cl -3.398 -0.369 -0.927 -0.1211
C 1.794 1.259 -3.649 -0.4469
N 2.625 0.078 -0.283 -1.2810
C -2.447 2.250 0.852 0.2976
S -0.860 2.076 -1.189 0.9198
H 5.247 2.910 -3.162 0.4190
H 0.813 0.823 -3.756 0.3941
C -3.604 4.706 0.374 -0.5885
H 4.362 1.394 -1.430 0.4523
C -1.457 -2.197 -0.498 -0.7337
C -0.283 -3.071 4.063 -0.8933
C -1.797 -4.585 -0.980 -0.1136

=====

[6]
49
Properties=species:S:1:pos:R:3:mulliken_spin:R:1 method="wB97M-V/def2-TZVPD" max_force_ev_per_a=5.600 lumo_energy_ev="-5.457 / -10.139" charge=+2 multiplicity=5 e_above_lowest_kcal_mol=0.0 homo_lumo_gap_ev="8.7 / 6.5" s_squared=6.008
H 2.101 -0.237 -2.572 0.0040
H 1.283 -3.355 1.103 0.0175
H -3.139 -0.033 -1.586 -0.0065
H -2.027 -4.221 0.264 0.0167
C 0.420 3.094 -1.134 0.0040
C 0.427 -2.509 -0.646 0.2216
N -0.152 1.020 3.736 0.0454
H 1.272 -4.441 -0.283 0.0177
H 2.422 -3.093 -0.228 -0.0074
C 0.684 -1.552 -1.702 0.1408
H 1.250 1.190 -0.442 0.0440
H 0.782 -0.462 5.018 0.0000
H 1.033 3.822 -3.094 -0.0006
H -1.672 0.695 -2.875 -0.0093
H -3.670 -1.716 -1.424 0.0154
C -1.680 -3.272 0.683 -0.0143
H -3.247 -0.787 0.012 0.0129
H 2.795 -1.575 -1.629 -0.0049
C -0.749 0.146 -3.064 -0.0089
C 2.004 -1.297 -2.328 -0.0224
C -2.985 -0.958 -1.035 0.0079
H 2.346 2.584 -0.268 0.0027
H 0.048 2.285 5.410 0.0017
C -1.569 -1.395 -1.132 0.2675
C -0.248 1.155 2.401 0.0512
C 0.579 -0.133 4.016 -0.0240
C -0.974 -2.429 -0.321 0.2341
H -0.458 2.531 -1.477 -0.0049
H 0.093 0.841 -3.064 0.0032
H 0.149 3.521 -0.160 -0.0072
C -0.727 1.922 4.727 -0.0016
H 2.148 -1.877 -3.243 0.0132
N 0.318 0.073 1.815 0.1439
H -2.543 -2.731 1.074 0.0003
C 0.715 4.219 -2.124 0.0090
C 0.914 -0.706 2.829 0.0445
C 1.588 2.142 -0.933 0.0851
H -0.181 4.824 -2.284 0.0014
H -0.722 2.007 1.928 -0.0103
H 1.475 -1.606 2.618 0.0050
Ir -0.021 -0.572 0.059 2.5903
H -1.500 1.431 5.334 0.0018
H -1.005 -3.494 1.512 0.0020
H -0.822 -0.288 -4.065 0.0129
H 1.502 4.879 -1.749 0.0001
H 2.076 1.883 -1.883 0.0044
C -0.557 -0.890 -2.018 0.1085
C 1.408 -3.399 0.017 -0.0098
H -1.186 2.765 4.206 0.0013

=====

[7]
16
Properties=species:S:1:pos:R:3:mulliken_charge:R:1 method="wB97M-V/def2-TZVPD" max_force_ev_per_a=7.619 lumo_energy_ev=-6.313 charge=+1 multiplicity=1 e_above_lowest_kcal_mol=55.2 homo_lumo_gap_ev=6.6
N -1.654 -0.981 -0.006 1.0226
C 0.866 -0.548 -0.363 0.7674
C -0.542 -0.614 -0.742 -0.2343
H -1.342 0.064 -2.659 0.2618
O -2.925 -2.540 1.645 -0.2095
N 0.539 0.542 -2.298 -0.6918
O -1.414 -1.386 1.172 -0.6674
H 1.029 -1.867 1.306 0.2301
O -2.839 -0.868 -0.403 -0.6627
N -0.589 0.027 -1.991 0.4265
H 2.407 0.683 -1.410 0.4835
N 1.564 -1.097 0.995 -0.4710
N -3.909 -2.109 1.911 1.3765
H 2.486 -1.223 0.772 0.2901
C 1.486 0.237 -1.403 -0.6315
O -4.921 -1.631 2.074 -0.2903

=====

[8]
9
Properties=species:S:1:pos:R:3:mulliken_charge:R:1 method="wB97M-V/def2-TZVPD" max_force_ev_per_a=4.603 lumo_energy_ev="-1.475 / -2.271" charge=0 multiplicity=1 e_above_lowest_kcal_mol=81.3 homo_lumo_gap_ev="6.9 / 5.4"
H 2.325 0.778 -2.590 0.0513
H 2.776 2.135 -1.261 0.0537
S 0.650 0.248 0.334 -0.1605
H -2.492 -0.143 2.225 0.4825
C -1.805 -0.299 1.543 -0.4354
S -0.333 -2.416 -0.374 -0.1161
P 1.579 1.614 -1.753 -0.1297
S -2.020 -2.147 0.622 0.0520
C -0.681 0.230 1.256 0.2022